(1)
ORCA calculation (wB97M-V/def2-TZVPD) on 15 unconnected molecules or ions with the total composition C47H97F6N10O17P at a distorted geometry.

Values from the calculation:
LUMO level	-0.18405	Eh
E_HOMO	-8.30	eV
2S+1	1

Each line ends with the Mulliken charge.
CARTESIAN COORDINATES (ANGSTROEM)
C1 -3.317 -4.106 -2.510  -1.56
C2 -3.573 -3.052 -3.577  2.09
C3 -2.539 -1.898 -3.542  -0.45
C4 -1.204 -2.248 -4.076  0.75
C5 -1.398 -2.635 -5.612  -2.01
C6 -2.423 -3.809 -5.796  1.60
N1 -3.644 -3.579 -4.973  0.82
O1 -4.730 -4.425 -5.165  -0.29
C7 -1.795 -5.187 -5.368  -1.43
C8 -2.761 -3.685 -7.367  -1.77
C9 -4.949 -2.423 -3.213  -1.54
H1 -4.141 -4.814 -2.593  0.63
H2 -3.267 -3.781 -1.470  0.19
H3 -2.491 -4.805 -2.638  0.17
H4 -2.373 -1.498 -2.542  -1.70
H5 -2.870 -1.085 -4.188  0.90
H6 -0.593 -3.081 -3.729  -0.26
H7 -0.555 -1.377 -3.991  -0.30
H8 -0.460 -2.836 -6.129  0.65
H9 -1.609 -1.748 -6.209  0.60
H10 -2.569 -5.925 -5.158  0.42
H11 -1.257 -5.371 -4.438  0.21
H12 -1.102 -5.584 -6.110  0.41
H13 -3.470 -4.463 -7.648  0.49
H14 -1.993 -3.966 -8.088  0.38
H15 -3.202 -2.741 -7.686  0.40
H16 -4.920 -1.879 -2.268  0.11
H17 -5.726 -3.187 -3.204  0.47
H18 -5.273 -1.744 -4.001  0.46
P1 0.018 0.519 0.504  1.42
F1 -0.772 -0.818 -0.061  -0.54
F2 0.010 -0.176 1.928  -0.46
F3 1.402 -0.304 0.061  -0.43
F4 0.957 1.803 0.904  0.01
F5 -0.293 1.159 -0.942  -0.33
F6 -1.404 1.109 0.995  -0.20
O2 -1.696 4.994 -3.380  -0.76
C10 -0.931 5.368 -2.474  0.79
N2 -0.006 4.661 -1.821  0.25
C11 -0.656 6.877 -2.321  -0.96
H19 0.017 3.684 -2.077  -0.18
H20 0.721 5.054 -1.241  0.14
H21 -0.697 7.231 -1.291  0.12
H22 -1.382 7.449 -2.900  0.37
H23 0.340 6.987 -2.749  0.31
O3 -3.984 4.868 2.325  -0.64
C12 -3.400 4.667 1.279  -0.24
N3 -4.106 4.412 0.228  -0.30
C13 -1.909 4.940 1.044  -0.21
H24 -5.089 4.215 0.349  0.26
H25 -3.694 4.599 -0.675  0.18
H26 -1.591 5.659 0.288  0.42
H27 -1.389 3.995 0.887  -0.05
H28 -1.435 5.283 1.964  0.35
O4 -1.149 0.741 -5.900  -0.64
C14 -1.556 1.780 -5.318  0.79
N4 -0.716 2.369 -4.422  0.03
C15 -2.933 2.360 -5.618  -1.20
H29 -0.179 1.685 -3.909  -0.07
H30 -0.976 3.289 -4.095  0.18
H31 -3.097 2.994 -4.747  0.33
H32 -3.615 1.550 -5.878  0.32
H33 -2.922 3.037 -6.473  0.32
O5 4.004 -0.747 3.971  -0.74
C16 3.007 -0.757 3.284  0.61
N5 3.003 0.022 2.201  0.81
C17 1.819 -1.776 3.603  -0.46
H34 2.166 0.024 1.637  -0.42
H35 3.852 0.566 2.139  0.19
H36 0.903 -1.193 3.706  -0.16
H37 1.835 -2.428 4.476  0.43
H38 1.908 -2.268 2.634  0.02
O6 -3.751 -2.154 0.058  -0.65
C18 -3.893 -0.887 0.179  1.14
N6 -3.374 -0.076 -0.754  0.06
C19 -4.599 -0.169 1.284  -1.40
H39 -3.201 0.868 -0.438  0.34
H40 -2.630 -0.568 -1.227  -0.03
H41 -3.963 0.124 2.118  0.03
H42 -5.328 -0.835 1.745  0.46
H43 -5.204 0.661 0.917  0.38
O7 0.406 -5.289 -2.406  -0.70
C20 0.892 -4.824 -1.372  0.72
N7 2.211 -4.722 -1.135  -0.35
C21 -0.071 -4.327 -0.294  0.63
H44 3.008 -4.878 -1.735  0.26
H45 2.365 -4.152 -0.315  0.11
H46 -1.028 -3.951 -0.658  -0.53
H47 0.375 -3.492 0.247  -0.24
H48 -0.205 -5.175 0.377  0.07
O8 4.422 2.110 1.631  -0.64
C22 4.394 3.249 1.190  0.19
N8 4.921 4.214 1.963  -0.33
C23 3.664 3.654 -0.078  0.37
H49 5.300 3.862 2.830  0.27
H50 5.216 5.147 1.712  0.18
H51 2.637 3.845 0.233  -0.48
H52 3.607 2.700 -0.604  -0.30
H53 4.256 4.405 -0.601  0.60
O9 -3.664 2.031 4.893  -0.72
C24 -2.706 1.626 4.244  0.44
N9 -2.254 2.378 3.204  0.53
C25 -1.837 0.360 4.664  -0.51
H54 -1.446 1.983 2.743  -0.54
H55 -2.898 2.975 2.705  0.01
H56 -2.231 -0.465 4.070  0.13
H57 -2.039 0.053 5.690  0.46
H58 -0.762 0.367 4.480  -0.03
C26 -2.840 -7.906 5.953  -1.29
C27 -1.451 -7.495 5.534  -0.53
N10 -1.654 -6.503 4.492  0.02
C28 -1.720 -5.247 5.167  -0.53
C29 -1.966 -4.022 4.261  -1.00
C30 -0.496 -6.511 3.604  0.27
C31 -0.408 -7.655 2.642  -1.44
H59 -3.325 -8.337 5.077  0.29
H60 -3.494 -7.217 6.488  0.31
H61 -2.708 -8.680 6.709  0.42
H62 -0.908 -7.034 6.359  0.34
H63 -0.809 -8.331 5.256  0.51
H64 -2.522 -5.200 5.904  0.31
H65 -0.787 -5.021 5.683  0.37
H66 -2.900 -4.203 3.731  0.29
H67 -2.061 -3.161 4.922  0.37
H68 -1.165 -3.862 3.539  0.07
H69 0.418 -6.431 4.193  0.33
H70 -0.620 -5.624 2.982  -0.19
H71 0.447 -7.601 1.968  0.36
H72 -1.347 -7.870 2.132  0.34
H73 -0.460 -8.525 3.296  0.43
O10 2.656 5.400 5.569  -0.63
C32 2.054 4.553 4.960  0.32
O11 1.565 4.884 3.704  -0.27
C33 1.166 3.790 2.979  1.98
C34 1.039 2.775 4.149  1.08
C35 2.023 3.068 5.214  -0.89
H74 1.878 3.409 2.246  -0.80
H75 0.170 3.899 2.549  -1.10
H76 1.257 1.816 3.678  -0.47
H77 0.059 2.765 4.626  -0.09
H78 3.035 2.668 5.275  0.35
H79 1.668 2.839 6.218  0.38
O12 1.294 5.985 0.361  -0.17
C36 1.479 7.073 0.786  0.02
O13 1.534 8.145 -0.046  -0.44
C37 1.340 9.417 0.638  -0.33
C38 1.580 9.080 2.025  -0.72
C39 1.621 7.593 2.212  0.14
H80 0.331 9.814 0.528  0.26
H81 2.103 10.163 0.414  0.27
H82 0.721 9.313 2.655  0.24
H83 2.491 9.501 2.450  0.31
H84 0.816 7.259 2.866  0.20
H85 2.591 7.259 2.580  0.21
O14 7.857 -1.146 2.173  -0.60
C40 7.062 -1.240 1.278  0.44
O15 6.351 -0.159 0.927  -0.35
C41 5.549 -0.454 -0.265  0.54
C42 6.259 -1.631 -0.851  -0.79
C43 6.824 -2.412 0.317  -0.40
H86 5.601 0.352 -0.998  0.10
H87 4.531 -0.757 -0.021  -0.22
H88 7.005 -1.107 -1.449  0.34
H89 5.657 -2.270 -1.498  0.33
H90 7.743 -2.907 0.002  0.32
H91 6.089 -3.129 0.680  0.26
O16 4.309 -1.204 -5.863  -0.70
C44 3.687 -0.539 -4.945  0.38
O17 2.851 -1.183 -4.090  -0.38
C45 2.076 -0.262 -3.124  1.69
C46 2.357 1.055 -3.954  -0.71
C47 3.683 0.894 -4.609  -0.35
H92 2.658 -0.238 -2.203  -0.61
H93 1.062 -0.588 -2.894  -0.60
H94 2.421 1.967 -3.360  0.29
H95 1.632 1.336 -4.718  0.54
H96 4.447 1.065 -3.851  0.22
H97 3.823 1.326 -5.600  0.31

(2)
ORCA calculation (wB97M-V/def2-TZVPD) on a single C12H12Cl3N3OS molecule at a distorted geometry.

Values from the calculation:
LUMO level	-0.01031	Eh
E_HOMO	-8.86	eV
SMILES	CSc1nnc(CCCO)n1-c1c(Cl)cc(Cl)cc1Cl
energy above the lowest of the compared OMol25 structures with the same formula, charge and spin	16.2	kcal per mole
2S+1	1

Each line ends with the Mulliken charge.
CARTESIAN COORDINATES (ANGSTROEM)
C1 -2.643 -3.545 1.008  -0.83
S1 -0.831 -3.546 0.605  -0.06
C2 -0.938 -2.102 -0.420  0.34
N1 -1.936 -1.793 -1.297  -0.65
N2 -1.649 -0.457 -1.743  -0.42
C3 -0.573 -0.070 -1.156  0.29
C4 0.020 1.223 -1.676  -0.20
C5 -0.891 2.482 -1.701  -0.64
C6 -0.250 3.739 -2.385  -0.48
O1 0.274 4.517 -1.358  -0.53
N3 -0.118 -0.984 -0.294  0.52
C7 0.832 -0.809 0.656  -0.85
C8 2.145 -1.470 0.641  0.36
Cl1 2.493 -2.453 -0.849  -0.17
C9 3.142 -1.309 1.557  -0.54
C10 2.752 -0.568 2.691  0.54
Cl2 3.849 -0.609 4.080  -0.20
C11 1.434 -0.008 2.819  -0.43
C12 0.448 -0.225 1.905  0.34
Cl3 -1.337 0.243 2.121  -0.16
H1 -2.973 -2.486 1.203  0.21
H2 -3.265 -3.861 0.125  0.29
H3 -2.881 -4.041 1.967  0.37
H4 0.969 1.439 -1.081  0.17
H5 0.219 0.908 -2.796  0.31
H6 -1.743 2.161 -2.269  0.31
H7 -1.225 2.525 -0.695  0.48
H8 -0.799 4.435 -3.073  0.31
H9 0.582 3.235 -3.028  0.26
H10 -0.478 4.898 -0.832  0.32
H11 4.064 -1.870 1.408  0.40
H12 1.308 0.402 3.867  0.32

(3)
ORCA calculation (wB97M-V/def2-TZVPD) on a molecular structure, C27H23Cl2MoN4O5PSe2 at a distorted geometry.

Values from the calculation:
LUMO level (spin up / spin down)	-0.07635 / -0.07630	Eh
E_HOMO (spin up / spin down)	-8.04 / -8.04	eV
energy above the lowest of the compared OMol25 structures with the same formula, charge and spin	33.7	kcal per mole
2S+1	1

Each line ends with the Mulliken charge.
CARTESIAN COORDINATES (ANGSTROEM)
Mo1 0.700 -0.017 -0.783  0.97
Se1 0.479 1.641 1.188  0.06
P1 -1.570 1.376 2.056  0.14
Se2 -2.989 0.332 0.902  -0.43
C1 -2.101 3.083 2.419  0.75
C2 -3.454 3.399 2.344  -0.41
C3 -3.889 4.679 2.659  -0.64
C4 -2.979 5.648 3.051  -0.41
C5 -1.627 5.339 3.125  -0.75
C6 -1.190 4.063 2.809  -0.25
C7 -1.304 0.625 3.694  1.13
C8 -2.139 -0.396 4.130  -0.45
C9 -1.961 -0.947 5.393  -0.62
C10 -0.957 -0.477 6.223  -0.48
C11 -0.116 0.541 5.788  -0.68
C12 -0.285 1.087 4.527  -0.49
H1 -4.158 2.639 2.030  0.37
H2 -4.943 4.916 2.596  0.39
H3 -3.320 6.646 3.295  0.38
H4 -0.912 6.093 3.426  0.39
H5 -0.131 3.839 2.850  0.22
H6 -2.914 -0.768 3.472  0.36
H7 -2.608 -1.750 5.719  0.40
H8 -0.822 -0.906 7.207  0.38
H9 0.677 0.904 6.430  0.39
H10 0.390 1.862 4.187  0.24
O1 2.443 -0.564 -0.098  -0.57
C13 3.443 -1.263 -0.470  -0.35
C14 3.513 -1.941 -1.670  0.42
C15 4.690 -2.691 -1.980  -0.41
C16 4.764 -3.331 -3.160  -0.45
C17 3.702 -3.292 -4.113  -0.36
C18 2.572 -2.604 -3.850  -0.75
C19 2.410 -1.892 -2.606  0.48
O2 1.352 -1.249 -2.389  -0.32
N1 5.978 -4.100 -3.487  1.02
O3 5.999 -4.667 -4.560  -0.62
O4 6.869 -4.121 -2.664  -0.62
H11 4.267 -1.317 0.243  0.43
H12 5.511 -2.744 -1.277  0.53
H13 3.829 -3.827 -5.044  0.51
H14 1.750 -2.572 -4.552  0.49
C20 -1.876 2.700 -1.918  -0.93
C21 -1.470 1.439 -2.649  0.29
C22 -2.607 0.478 -2.908  -1.08
O5 -0.504 0.760 -1.828  -0.14
H15 -2.565 3.269 -2.544  0.50
H16 -1.007 3.319 -1.695  0.27
H17 -2.373 2.445 -0.981  0.00
H18 -0.947 1.679 -3.579  0.25
H19 -3.087 0.209 -1.967  0.08
H20 -2.251 -0.429 -3.397  0.33
H21 -3.340 0.960 -3.556  0.45
Cl1 2.276 2.232 -1.648  0.01
C23 2.955 2.320 -3.300  -0.51
Cl2 2.206 1.191 -4.415  -0.11
H22 4.014 2.103 -3.231  0.35
H23 2.771 3.330 -3.645  0.35
N2 -0.229 -1.589 -0.097  -0.23
C24 -0.801 -2.554 0.242  0.40
C25 -1.468 -3.655 0.662  0.18
C26 -2.060 -3.677 1.959  0.09
N3 -2.537 -3.695 3.006  -0.43
C27 -1.545 -4.779 -0.211  -0.05
N4 -1.578 -5.677 -0.930  -0.45